Here is a 2-piece molecular cluster, C2H7N2O2 overall from OMol25. Energies are from the ωB97M-V functional and the def2-TZVPD basis.

Each line ends with the natural charge from an NBO analysis.
Cartesian coordinates (Å):
1 C 0.90188 -0.23039 -0.33745  -0.6591
2 C -0.44836 -0.62421 -0.89180  -0.0416
3 N -0.95604 2.75096 2.84651  -0.5830
4 N -0.19197 3.13536 1.91769  0.0922
5 O -0.24905 2.67713 0.69825  -0.7103
6 O -0.91239 0.26444 -1.88072  -0.7395
7 H 1.22413 -0.86384 0.50571  0.1927
8 H 1.59873 -0.43561 -1.02544  0.1861
9 H 0.89438 0.71604 0.16676  0.2666
10 H -1.07157 -0.87857 -0.04557  0.1559
11 H -0.21158 -1.62010 -1.43655  0.1281
12 H -0.59970 1.20022 -1.58366  0.4959
13 H -1.73555 2.04794 2.51283  0.2163

The value obtained for the electronic energy is -340.32181 Ha. Its molar mass is 91.1 Da. As for the HOMO-LUMO gap: 7.0 eV. As for the spin multiplicity: 1. Its largest force on an atom is 4.023 eV/Å. As for the charge: -1. The highest occupied orbital energy comes out at -3.1 eV. The energy relative to the best compared isomer or geometry (same formula, charge and spin) comes out at 4.068 eV.